{
  "formula": "C23H46BrIrN12O4P",
  "method": "ωB97M-V/def2-TZVPD",
  "species": ["Ir", "C", "N", "C", "C", "N", "N", "C", "N", "N", "H", "H", "H", "H", "H", "H", "H", "H", "H", "H", "H", "N", "C", "C", "N", "H", "H", "H", "H", "H", "H", "H", "H", "H", "Br", "C", "C", "N", "C", "C", "C", "C", "O", "O", "H", "H", "H", "C", "N", "C", "P", "O", "N", "C", "C", "N", "C", "C", "H", "H", "H", "H", "H", "H", "H", "H", "H", "H", "H", "H", "H", "H", "H", "H", "H", "H", "O", "N", "C", "C", "C", "C", "C", "H", "H", "H", "H", "H"],
  "positions_angstrom": [[-0.755, 0.222, -0.248], [-0.584, 5.936, -0.120], [-0.090, 4.615, 0.213], [1.201, 4.536, 0.859], [-0.723, 3.487, -0.190], [-0.140, 2.348, -0.346], [-2.074, 3.628, -0.448], [-2.978, 2.610, -0.667], [-4.275, 2.956, -0.496], [-2.596, 1.441, -1.032], [0.239, 6.644, -0.080], [-1.349, 6.277, 0.580], [-0.977, 5.953, -1.135], [1.298, 5.381, 1.538], [2.028, 4.574, 0.145], [1.269, 3.623, 1.447], [0.829, 2.322, -0.057], [-2.478, 4.529, -0.234], [-4.574, 3.885, -0.259], [-4.990, 2.259, -0.612], [-3.353, 0.793, -1.224], [0.504, -4.364, 3.021], [0.556, -3.950, 1.589], [0.174, -2.462, 1.445], [0.154, -2.022, 0.074], [0.777, -5.350, 3.137], [-0.450, -4.238, 3.386], [1.134, -3.775, 3.582], [-0.142, -4.569, 1.022], [1.565, -4.121, 1.208], [0.889, -1.839, 1.988], [-0.825, -2.291, 1.862], [-0.490, -2.552, -0.506], [1.071, -1.993, -0.356], [-6.486, -4.462, 2.539], [-5.673, -3.748, 0.972], [-6.166, -4.130, -0.284], [-5.578, -3.684, -1.384], [-4.547, -2.903, -1.355], [-3.988, -2.446, -0.139], [-4.597, -2.902, 1.060], [-2.861, -1.561, -0.169], [-2.226, -1.336, -1.258], [-2.444, -0.992, 0.905], [-7.021, -4.774, -0.399], [-4.118, -2.576, -2.290], [-4.210, -2.583, 2.014], [3.846, -2.065, -1.138], [3.164, -1.452, -2.261], [3.636, -1.892, -3.563], [2.583, 0.094, -1.999], [1.784, 0.172, -0.742], [1.628, 0.342, -3.381], [0.463, -0.512, -3.364], [1.295, 1.720, -3.679], [3.812, 1.235, -2.029], [5.208, 0.919, -2.256], [3.613, 2.472, -1.303], [4.904, -1.793, -1.088], [3.777, -3.149, -1.230], [3.364, -1.739, -0.217], [4.723, -1.849, -3.653], [3.191, -1.276, -4.337], [3.334, -2.927, -3.720], [0.775, -1.548, -3.237], [-0.071, -0.414, -4.308], [-0.235, -0.241, -2.539], [2.203, 2.318, -3.669], [0.568, 2.125, -2.963], [0.860, 1.767, -4.678], [5.304, -0.012, -2.801], [5.764, 0.847, -1.315], [5.660, 1.710, -2.857], [2.548, 2.681, -1.258], [4.108, 3.294, -1.825], [4.011, 2.411, -0.285], [-0.027, 0.924, 1.914], [-0.269, 0.440, 3.106], [0.773, 0.307, 3.978], [0.572, -0.110, 5.266], [-0.712, -0.428, 5.709], [-1.765, -0.299, 4.794], [-1.526, 0.136, 3.519], [1.737, 0.593, 3.590], [1.421, -0.177, 5.927], [-0.889, -0.735, 6.726], [-2.776, -0.524, 5.094], [-2.297, 0.241, 2.775]],
  "mulliken_charge": [2.750, -1.308, 0.226, -1.111, -0.004, 0.683, -0.073, 0.441, -0.404, -0.469, 0.445, 0.322, 0.456, 0.515, 0.356, 0.228, -0.443, 0.233, 0.164, 0.199, -0.034, -0.177, -0.889, -0.423, -0.313, 0.398, 0.354, 0.350, 0.412, 0.382, 0.273, 0.299, 0.263, -0.137, -0.164, -0.124, -0.209, -0.578, -0.410, 0.381, -0.374, -0.039, -0.930, -0.803, 0.413, 0.555, 0.613, -0.959, 0.258, -1.189, 0.046, -0.579, 0.104, -1.029, -0.838, 0.412, -1.025, -0.905, 0.299, 0.357, 0.216, 0.439, 0.349, 0.347, 0.232, 0.446, 0.247, 0.316, 0.136, 0.368, 0.296, 0.325, 0.306, 0.035, 0.401, 0.389, -0.346, 0.185, -0.225, -0.804, -0.348, -1.057, -0.075, 0.489, 0.461, 0.478, 0.478, 0.667],
  "e_tot_ev": -132824.005,
  "orbital_gap_ev": [6.2, 5.9],
  "homo_ev": [-11.6, -11.3],
  "s2": 0.757,
  "charge": 2,
  "spin_multiplicity": 2
}

=====

{
  "formula": "C23H46ClNO8",
  "method": "ωB97M-V/def2-TZVPD",
  "species": ["C", "C", "C", "Cl", "C", "C", "C", "C", "C", "C", "C", "O", "N", "C", "O", "H", "H", "H", "H", "H", "H", "H", "H", "H", "H", "C", "C", "O", "H", "H", "H", "H", "H", "H", "C", "C", "O", "H", "H", "H", "H", "H", "H", "C", "C", "O", "H", "H", "H", "H", "H", "H", "C", "C", "O", "H", "H", "H", "H", "H", "H", "C", "C", "O", "H", "H", "H", "H", "H", "H", "C", "C", "O", "H", "H", "H", "H", "H", "H"],
  "positions_angstrom": [[1.091, -1.010, 0.614], [-0.152, -0.282, 1.133], [-0.446, 1.029, 0.385], [-1.061, 0.611, -1.242], [0.831, 1.853, 0.337], [1.647, 1.960, -0.780], [2.836, 2.688, -0.715], [3.247, 3.332, 0.448], [2.409, 3.239, 1.542], [1.227, 2.516, 1.507], [0.567, 2.625, 2.846], [-0.491, 2.221, 3.210], [1.465, 3.363, 3.667], [2.553, 3.847, 2.896], [3.344, 4.645, 3.284], [1.101, -0.979, -0.471], [2.007, -0.541, 0.966], [1.081, -2.029, 0.984], [-1.019, -0.931, 1.110], [0.061, 0.002, 2.157], [-1.195, 1.613, 0.898], [1.386, 1.478, -1.704], [3.458, 2.725, -1.598], [4.172, 3.884, 0.504], [1.706, 2.809, 4.484], [-2.880, -3.678, -1.951], [-2.239, -2.897, -0.819], [-0.834, -2.754, -0.998], [-2.428, -4.669, -2.025], [-3.953, -3.788, -1.795], [-2.724, -3.176, -2.905], [-2.381, -3.411, 0.132], [-2.691, -1.901, -0.741], [-0.696, -2.290, -1.832], [-0.375, 6.835, 5.984], [1.000, 6.365, 6.424], [1.168, 4.967, 6.225], [-1.152, 6.298, 6.530], [-0.500, 7.905, 6.156], [-0.526, 6.637, 4.920], [1.142, 6.548, 7.488], [1.782, 6.905, 5.879], [1.058, 4.786, 5.284], [-6.613, -0.647, -2.257], [-5.184, -0.874, -2.714], [-5.056, -2.070, -3.481], [-6.960, -1.493, -1.663], [-6.694, 0.260, -1.656], [-7.283, -0.553, -3.115], [-4.523, -0.985, -1.857], [-4.833, -0.023, -3.307], [-5.625, -1.984, -4.252], [1.636, -3.585, 4.650], [2.154, -4.239, 3.383], [3.218, -3.492, 2.798], [1.290, -2.572, 4.439], [0.810, -4.155, 5.078], [2.428, -3.513, 5.399], [1.367, -4.294, 2.632], [2.498, -5.258, 3.591], [3.933, -3.442, 3.439], [0.345, 1.794, -5.801], [0.891, 2.571, -4.618], [2.308, 2.723, -4.714], [0.818, 0.813, -5.859], [-0.735, 1.658, -5.720], [0.558, 2.317, -6.736], [0.693, 2.041, -3.688], [0.425, 3.559, -4.548], [2.498, 3.201, -5.527], [1.380, -6.118, -3.413], [1.187, -4.777, -4.097], [0.470, -3.866, -3.271], [0.415, -6.550, -3.148], [1.913, -6.816, -4.060], [1.950, -6.000, -2.488], [0.603, -4.895, -5.009], [2.156, -4.344, -4.367], [0.968, -3.739, -2.457]],
  "mulliken_charge": [-0.905, -0.673, 0.076, -0.158, 0.357, -0.590, -0.719, -0.751, -0.309, 0.624, 0.082, -0.571, -0.145, 0.081, -0.564, 0.159, 0.374, 0.197, 0.392, 0.474, 0.595, 0.414, 0.468, 0.516, 0.344, -1.165, -0.159, -0.261, 0.296, 0.402, 0.291, 0.255, 0.122, 0.228, -0.995, -0.192, -0.509, 0.252, 0.335, 0.318, 0.287, 0.241, 0.380, -1.156, 0.105, -0.486, 0.306, 0.324, 0.332, 0.074, 0.247, 0.276, -0.916, -0.209, -0.504, 0.199, 0.318, 0.324, 0.209, 0.311, 0.290, -1.116, 0.339, -0.515, 0.296, 0.313, 0.368, -0.136, 0.242, 0.292, -1.076, -0.267, -0.391, 0.242, 0.373, 0.332, 0.286, 0.261, 0.217],
  "e_tot_ev": -54989.101,
  "orbital_gap_ev": 9.3,
  "smiles": "CC[C@H](Cl)c1cccc2c1C(=O)NC2=O.CCO.CCO.CCO.CCO.CCO.CCO",
  "homo_ev": -9.8
}

=====

{
  "formula": "C23H46N3O4PPtSSi",
  "method": "ωB97M-V/def2-TZVPD",
  "species": ["Pt", "C", "Si", "C", "C", "C", "H", "H", "H", "H", "H", "H", "H", "H", "H", "H", "H", "C", "C", "C", "C", "C", "N", "H", "H", "H", "H", "H", "H", "H", "H", "H", "C", "C", "C", "C", "N", "C", "S", "N", "C", "H", "H", "H", "H", "H", "H", "H", "H", "C", "C", "C", "C", "O", "P", "O", "O", "O", "C", "C", "C", "C", "H", "H", "H", "H", "H", "H", "H", "H", "H", "H", "H", "H", "H", "H", "H", "H", "H", "H"],
  "positions_angstrom": [[-1.952, -0.350, -0.237], [-1.952, -1.319, -3.431], [-2.074, -2.729, -2.149], [-2.891, -4.244, -2.994], [-0.353, -3.273, -1.515], [-3.091, -2.079, -0.683], [-1.776, -1.675, -4.439], [-1.139, -0.651, -3.164], [-2.864, -0.727, -3.445], [-2.274, -4.599, -3.812], [-3.867, -4.004, -3.402], [-3.023, -5.069, -2.302], [0.225, -3.757, -2.300], [-0.412, -3.965, -0.679], [0.198, -2.398, -1.183], [-3.114, -2.739, 0.184], [-4.099, -1.758, -0.941], [-0.853, 0.497, 4.506], [-1.644, -0.765, 4.142], [-1.091, -1.974, 4.909], [-3.135, -0.561, 4.442], [-1.496, -1.006, 2.724], [-1.387, -1.243, 1.600], [-1.024, 0.743, 5.551], [-1.168, 1.338, 3.893], [0.212, 0.339, 4.355], [-1.250, -1.835, 5.974], [-0.025, -2.082, 4.728], [-1.587, -2.890, 4.603], [-3.262, -0.314, 5.493], [-3.700, -1.464, 4.228], [-3.539, 0.249, 3.841], [0.692, 4.627, -0.093], [-0.525, 3.866, 0.299], [-1.234, 4.101, 1.448], [-2.343, 3.259, 1.734], [-2.752, 2.358, 0.875], [-2.099, 2.196, -0.279], [-2.859, 1.326, -1.546], [-0.951, 2.916, -0.556], [-3.093, 3.378, 3.018], [1.224, 4.984, 0.783], [0.394, 5.487, -0.693], [1.336, 4.000, -0.706], [-0.944, 4.880, 2.133], [-0.257, 2.552, -1.259], [-2.411, 3.376, 3.864], [-3.801, 2.558, 3.101], [-3.645, 4.317, 3.039], [1.425, -1.382, -4.703], [2.174, -0.730, -3.536], [3.247, -1.686, -3.010], [2.806, 0.583, -3.982], [1.205, -0.507, -2.514], [1.284, 0.578, -1.347], [1.125, 1.979, -1.854], [0.267, 0.164, -0.313], [2.782, 0.347, -0.773], [3.153, 0.350, 0.599], [2.549, -0.861, 1.315], [4.682, 0.230, 0.606], [2.710, 1.660, 1.250], [2.125, -1.627, -5.499], [0.669, -0.700, -5.090], [0.931, -2.290, -4.364], [3.871, -2.036, -3.829], [2.767, -2.536, -2.533], [3.867, -1.177, -2.277], [3.532, 0.400, -4.772], [3.300, 1.055, -3.136], [2.037, 1.261, -4.345], [2.885, -1.773, 0.827], [1.466, -0.820, 1.258], [2.856, -0.885, 2.359], [4.979, -0.692, 0.114], [5.055, 0.222, 1.626], [5.132, 1.063, 0.073], [1.629, 1.742, 1.168], [3.167, 2.498, 0.729], [2.997, 1.696, 2.299]],
  "mulliken_charge": [1.873, -0.685, 0.102, -1.148, -0.533, -1.001, 0.415, -0.007, 0.417, 0.310, 0.308, 0.309, 0.373, 0.516, -0.292, 0.411, 0.459, -1.424, 2.234, -1.839, -1.532, -0.194, -0.746, 0.447, 0.095, 0.373, 0.438, 0.376, 0.408, 0.436, 0.406, 0.207, -1.444, 1.170, -0.957, 0.929, -0.321, -0.002, -0.607, 0.221, -1.310, 0.398, 0.370, 0.248, 0.478, 0.202, 0.384, 0.246, 0.399, -1.616, 1.759, -1.428, -1.734, 0.056, -0.710, -1.073, -0.423, -0.022, 1.833, -1.501, -1.997, -1.195, 0.513, 0.376, 0.193, 0.504, 0.217, 0.219, 0.482, 0.298, 0.357, 0.302, 0.053, 0.538, 0.428, 0.417, 0.411, -0.021, 0.320, 0.529],
  "e_tot_ev": -68511.060,
  "orbital_gap_ev": [6.7, 6.7],
  "homo_ev": [-7.3, -7.3]
}